Computed, not measured: a structure of composition C32H25BiCl5GeN6O3S in a non-equilibrium geometry, with ωB97M-V/def2-TZVPD.

The calculation puts the frontier orbital gap (spin up / spin down) at 6.405 / 6.028 eV. For the energy above the lowest of the compared OMol25 structures with the same formula, charge and spin, the calculation gives 16.594 eV. The calculation puts the calculated total energy at -6778.95396 Eh. The highest occupied orbital energy (spin up / spin down) comes out at -7.152 / -7.135 eV. Its multiplicity is 2.

Element x y z (Å)
1 Bi 0.419 -0.631 -0.307
2 C -4.376 -1.569 0.321
3 C -3.789 -0.621 -0.682
4 C -4.027 -0.774 -2.050
5 C -3.515 0.156 -2.930
6 C -2.779 1.223 -2.430
7 C -2.575 1.290 -1.060
8 N -3.063 0.385 -0.206
9 C -1.790 2.405 -0.453
10 C -1.844 3.688 -0.994
11 C -1.125 4.698 -0.387
12 C -0.392 4.415 0.751
13 C -0.404 3.110 1.232
14 N -1.073 2.122 0.638
15 C 0.329 2.764 2.483
16 C 1.560 3.225 2.729
17 C 2.446 3.094 3.934
18 C 2.717 1.866 4.569
19 C -0.629 1.116 4.124
20 C 1.671 -1.379 1.928
21 N -0.344 1.929 3.346
22 H -5.421 -1.314 0.512
23 H -3.827 -1.497 1.256
24 H -4.342 -2.595 -0.042
25 H -4.606 -1.616 -2.405
26 H -3.678 0.054 -3.995
27 H -2.350 1.965 -3.088
28 H -2.454 3.888 -1.863
29 H -1.149 5.703 -0.786
30 H 0.156 5.187 1.272
31 H 1.976 3.852 1.953
32 H 2.257 3.896 4.644
33 H 3.348 1.733 5.432
34 H 1.677 -0.421 5.242
35 H 3.243 -0.374 3.590
36 H 2.456 -2.017 1.497
37 N 0.750 -4.204 -3.126
38 C 0.813 -2.912 -2.698
39 S 1.785 -2.645 -1.249
40 N 0.179 -2.018 -3.377
41 N 0.294 -0.759 -2.822
42 C 0.242 0.234 -3.619
43 C 0.504 1.613 -3.227
44 C 0.188 2.611 -4.157
45 C 0.525 3.933 -3.954
46 C 1.243 4.271 -2.808
47 C 1.582 3.306 -1.883
48 C 1.206 1.966 -2.051
49 O 1.570 1.095 -1.116
50 H 1.394 -4.868 -2.736
51 H 0.394 -4.363 -4.055
52 H 0.060 0.041 -4.678
53 H -0.325 2.319 -5.067
54 H 0.266 4.685 -4.687
55 H 1.545 5.297 -2.640
56 H 2.151 3.559 -0.997
57 Cl 0.909 -8.018 2.162
58 C 0.772 -6.294 2.065
59 C 1.492 -5.497 2.933
60 C 1.384 -4.118 2.858
61 Cl 2.216 -3.212 4.078
62 C 0.563 -3.497 1.902
63 O 0.448 -2.142 1.826
64 C -0.180 -4.330 1.052
65 C -1.099 -3.857 0.007
66 O -1.463 -2.719 -0.181
67 C -0.065 -5.715 1.137
68 H 2.128 -5.938 3.687
69 H -1.472 -4.668 -0.646
70 H -0.634 -6.336 0.457
71 Cl 4.589 -0.786 1.794
72 Ge 2.931 0.608 1.121
73 Cl 4.216 3.967 3.148
74 Cl 2.199 0.430 3.777

Atomic partial charges in e from the Mulliken method, atoms 1 to 8: Bi 2.192; C -1.437; C 0.741; C -0.542; C -0.846; C -0.737; C 0.469; N -0.294